Model P:
Density functional theory data (the ωB97M-V functional and the def2-TZVPD basis) for a 17-piece molecular cluster, H33O17 overall.

CARTESIAN COORDINATES (ANGSTROEM)
O -4.470 -2.530 1.709
H -4.741 -1.580 1.279
H -3.899 -2.918 1.065
O -0.588 -1.883 -4.289
H -0.626 -2.076 -3.377
H 0.141 -1.301 -4.174
O 2.504 -2.119 -1.253
H 2.144 -0.760 -1.846
H 3.003 -3.011 -1.586
O 2.168 3.169 3.275
H 2.821 3.984 3.048
H 2.628 2.253 3.090
O 0.240 1.716 -0.657
H 1.172 1.612 -1.108
O -3.037 5.048 -2.362
H -2.395 5.137 -1.695
H -3.856 4.871 -1.888
O 0.731 -3.574 -0.231
H 1.783 -2.785 -0.738
H 0.726 -4.475 0.026
O -0.627 -1.457 -0.830
H 0.251 -0.938 -0.880
H -0.293 1.608 -1.523
O 0.094 3.755 -2.666
H -0.109 3.586 -1.670
H -0.393 3.190 -3.235
O 3.265 -1.678 1.584
H 2.477 -2.210 1.835
H 3.212 -1.909 0.669
O 0.936 1.982 5.251
H 1.361 2.502 4.529
H 1.578 1.515 5.863
O -0.683 3.884 0.667
H -0.954 2.922 0.542
H 0.163 3.714 1.137
O 3.488 0.691 3.243
H 4.185 0.456 2.612
H 2.834 -0.040 3.198
O 0.161 -2.052 1.796
H -0.340 -1.622 1.038
H 0.639 -2.816 1.413
O 1.805 0.127 -2.206
H 2.242 0.214 -2.996
H -0.370 -2.296 -0.776
O -2.313 -3.528 -2.054
H -2.515 -3.273 -1.140
H -1.290 -3.635 -1.994
O -5.284 -0.422 -0.321
H -5.587 -1.030 -0.912
H -4.381 -0.017 -0.463

Results
Charge: -1
HOMO-LUMO gap in eV: 9.22

Model Q:
Density functional theory data (the ωB97M-V functional and the def2-TZVPD basis) for a 17-piece molecular cluster, H33O17 overall.

CARTESIAN COORDINATES (ANGSTROEM)
O 2.261 0.306 1.082
H 1.377 0.300 1.101
H 2.615 -0.503 1.193
O 4.986 -1.914 3.723
H 4.770 -2.372 2.832
H 4.266 -2.080 4.383
O 1.373 -3.992 0.108
H 1.207 -2.961 -0.298
H 1.728 -4.567 -0.555
O -0.381 5.309 -2.138
H 0.119 5.588 -3.001
H -0.392 4.280 -2.145
O -2.180 3.228 1.018
H -1.214 2.351 -2.896
O -1.903 -1.589 3.104
H -2.405 -0.342 0.545
H -1.198 -1.437 2.363
O 2.880 -3.394 -3.094
H -3.737 0.510 -3.393
H 2.015 -3.514 -3.061
O -4.502 1.199 0.782
H -4.055 1.288 1.638
H -2.212 3.410 0.022
O -2.965 1.013 -3.021
H 3.161 -2.782 -2.435
H 0.211 1.907 -2.050
O -0.057 -1.484 -1.322
H -0.947 -1.242 -1.533
H -2.776 1.143 -2.107
O -0.160 -3.752 1.838
H -0.360 -3.943 0.956
H -0.025 -1.136 -0.334
O -0.628 2.421 -2.074
H 4.913 2.405 0.363
H 0.574 -0.361 -5.137
O -0.057 -1.180 1.079
H 0.321 -0.640 1.674
H -2.579 3.877 1.525
O -1.627 1.261 4.179
H -1.832 0.630 3.381
H -1.782 0.626 4.882
O -1.928 -0.123 -0.261
H -1.106 -0.527 0.122
H -3.731 1.388 0.119
O 1.232 0.419 -4.877
H -0.099 -2.637 1.566
H 0.974 0.601 -3.958
O 4.172 2.865 0.225
H 3.697 2.718 1.055
H -2.017 -2.572 2.832

Results
Charge: -1
HOMO-LUMO gap in eV: 8.92

Computed stability ranking, most favorable first: model P, model Q

Model P:
Density functional theory data (the ωB97M-V functional and the def2-TZVPD basis) for an isolated ion of composition C3H6NO2 and charge -1.

CARTESIAN COORDINATES (ANGSTROEM)
C -1.336 -0.351 -1.474
C -0.890 0.307 -0.099
O -1.629 1.218 0.365
N 0.263 -0.159 0.397
C 1.577 0.323 1.444
O 2.650 -0.374 1.177
H -2.409 -0.392 -1.611
H -1.025 -1.441 -1.334
H -0.748 -0.035 -2.277
H 0.876 -0.611 -0.298
H 1.573 1.410 1.250
H 1.099 0.105 2.461

Results
SMILES: CC(=O)NC[O-]
Charge: -1
HOMO-LUMO gap in eV: 7.63

Model Q:
Density functional theory data (the ωB97M-V functional and the def2-TZVPD basis) for an isolated ion of composition C3H6NO2 and charge -1.

CARTESIAN COORDINATES (ANGSTROEM)
C -1.549 -0.463 -1.112
C -0.851 0.427 -0.068
O -1.570 1.162 0.625
N 0.431 0.164 0.144
C 1.818 0.346 1.160
O 2.840 0.040 0.488
H -2.216 -1.225 -0.721
H -2.061 0.076 -1.912
H -0.768 -1.015 -1.656
H 0.795 -0.554 -0.453
H 1.472 -0.337 1.970
H 1.660 1.379 1.536

Results
SMILES: CC(=O)NC[O-]
Charge: -1
HOMO-LUMO gap in eV: 7.67

Model R:
Density functional theory data (the ωB97M-V functional and the def2-TZVPD basis) for a 2-piece molecular cluster, C3H6NO2 overall.

CARTESIAN COORDINATES (ANGSTROEM)
C -1.480 -0.959 1.747
C -0.528 -0.556 0.904
N 0.115 -1.390 -0.017
H -1.881 -1.965 1.717
H -1.902 -0.282 2.474
H -0.078 0.429 0.881
H -0.546 -1.982 -0.509
H 0.628 -0.831 -0.708
O 2.572 1.944 -1.121
C 1.435 1.880 -1.610
O 0.567 0.972 -1.505
H 1.097 2.741 -2.253

Results
Charge: -1
HOMO-LUMO gap in eV: 8.44

Model S:
Density functional theory data (the ωB97M-V functional and the def2-TZVPD basis) for a 2-piece molecular cluster, C3H6NO2 overall.

CARTESIAN COORDINATES (ANGSTROEM)
C -1.801 -1.311 -0.388
C -0.873 0.803 -0.680
N -1.984 0.132 -0.488
H -1.541 -1.759 -1.287
H -2.797 -1.742 -0.075
H -1.103 -1.595 0.297
H -0.699 1.813 -0.307
H 0.052 0.216 -0.887
O 1.539 0.304 0.722
C 2.633 0.909 0.976
O 3.245 1.829 0.382
H 3.330 0.401 1.735

Results
Charge: -1
HOMO-LUMO gap in eV: 8.10

Computed stability ranking, most favorable first: model R, model Q, model P, model S

Model P:
Density functional theory data (the ωB97M-V functional and the def2-TZVPD basis) for a 2-piece molecular cluster, C3H6NO2 overall.

CARTESIAN COORDINATES (ANGSTROEM)
C -2.237 -0.355 0.577
C -0.887 -0.141 0.349
N -0.325 1.043 0.165
H -2.880 0.524 0.987
H -2.738 -1.315 0.353
H -0.203 -0.996 0.082
H -0.687 1.759 0.837
H 0.694 1.154 -0.040
O 1.791 -1.472 -0.438
C 2.284 -0.415 -0.842
O 2.564 0.576 -0.115
H 2.624 -0.362 -1.914

Results
Charge: -1
HOMO-LUMO gap in eV: 8.27

Model Q:
Density functional theory data (the ωB97M-V functional and the def2-TZVPD basis) for a 2-piece molecular cluster, C3H6NO2 overall.

CARTESIAN COORDINATES (ANGSTROEM)
C -1.062 1.559 -0.686
C -0.409 2.733 -0.610
H -0.631 0.632 -0.279
H -2.062 1.515 -1.131
H 0.594 2.800 -0.170
H -0.877 3.641 -0.983
N 0.964 -2.782 0.993
C 0.432 -1.563 0.478
O 1.103 -0.523 0.732
O -0.642 -1.640 -0.170
H 0.652 -3.602 0.574
H 1.939 -2.771 1.253

Results
Charge: -1
HOMO-LUMO gap in eV: 8.34

Computed stability ranking, most favorable first: model Q, model P

Model P:
Density functional theory data (the ωB97M-V functional and the def2-TZVPD basis) for an isolated ion of composition C3H6NO2 and charge -1.

CARTESIAN COORDINATES (ANGSTROEM)
C -1.084 0.026 -1.494
C 0.222 0.368 -0.760
O 1.287 0.479 -1.350
N 0.013 0.582 0.548
C 0.937 -0.236 1.621
O 0.140 -0.564 2.645
H -0.919 0.179 -2.592
H -1.959 0.532 -1.270
H -1.063 -1.144 -1.526
H -0.773 0.635 1.221
H 1.309 -1.180 1.159
H 1.888 0.324 1.798

Results
SMILES: CC(=O)NC[O-]
Charge: -1
HOMO-LUMO gap in eV: 7.11

Model Q:
Density functional theory data (the ωB97M-V functional and the def2-TZVPD basis) for an isolated ion of composition C3H6NO2 and charge -1.

CARTESIAN COORDINATES (ANGSTROEM)
O 2.286 1.088 0.028
C 1.129 0.697 -0.088
N 0.437 0.083 0.887
C -1.002 -0.147 0.851
C -1.567 -0.448 -0.573
O -0.844 -1.330 -1.262
H 0.532 0.772 -1.010
H 0.973 -0.198 1.692
H -1.508 0.717 1.307
H -1.238 -0.994 1.500
H -1.712 0.536 -1.089
H -2.606 -0.807 -0.316

Results
SMILES: O=CNCC[O-]
Charge: -1
HOMO-LUMO gap in eV: 6.94

Computed stability ranking, most favorable first: model Q, model P

Model P:
Density functional theory data (the ωB97M-V functional and the def2-TZVPD basis) for a 2-piece molecular cluster, C3H6NO2 overall.

CARTESIAN COORDINATES (ANGSTROEM)
C 1.336 0.966 -2.419
C 1.501 1.280 -1.089
N 0.604 0.936 -0.134
H 0.457 0.388 -2.713
H 1.865 1.334 -3.324
H 2.438 1.684 -0.731
H 0.630 1.016 0.899
H -0.346 0.719 -0.544
O -1.451 -1.176 0.043
C -1.432 -1.136 1.373
O -0.484 -0.912 2.232
H -2.224 -1.652 1.952

Results
Charge: -1
HOMO-LUMO gap in eV: 8.07

Model Q:
Density functional theory data (the ωB97M-V functional and the def2-TZVPD basis) for an isolated ion of composition C3H6NO2 and charge -1.

CARTESIAN COORDINATES (ANGSTROEM)
N 0.401 -1.338 1.238
C -0.172 -0.066 0.795
C 0.259 0.153 -0.588
C -0.491 1.423 -1.200
O -1.272 2.182 -0.498
O -0.238 1.398 -2.446
H 0.047 -2.054 1.878
H 0.675 -1.758 0.395
H 0.363 0.618 1.500
H -1.169 -0.243 0.941
H 1.443 0.379 -0.754
H 0.154 -0.695 -1.261

Results
SMILES: NCCC(=O)[O-]
Charge: -1
HOMO-LUMO gap in eV: 8.08

Computed stability ranking, most favorable first: model Q, model P

Model P:
Density functional theory data (the ωB97M-V functional and the def2-TZVPD basis) for an isolated ion of composition C3H6NO2 and charge -1.

CARTESIAN COORDINATES (ANGSTROEM)
N 0.985 1.485 0.885
C 0.139 0.273 0.797
C 0.065 -0.275 -0.638
C -0.819 -1.540 -0.785
O -1.060 -2.162 0.278
O -1.213 -1.792 -1.939
H 1.309 1.681 -0.057
H 0.393 2.280 1.120
H -0.894 0.513 1.089
H 0.405 -0.521 1.491
H -0.389 0.506 -1.247
H 1.079 -0.448 -0.993

Results
SMILES: NCCC(=O)[O-]
Charge: -1
HOMO-LUMO gap in eV: 8.14

Model Q:
Density functional theory data (the ωB97M-V functional and the def2-TZVPD basis) for a 2-piece molecular cluster, C3H6NO2 overall.

CARTESIAN COORDINATES (ANGSTROEM)
C -1.434 0.555 0.834
C 0.697 1.392 0.727
N -0.410 1.489 1.324
H -2.273 0.537 1.542
H -1.840 1.029 -0.065
H -1.072 -0.464 0.683
H 1.475 2.133 0.934
H 0.996 0.535 0.105
O 0.004 -1.184 -2.045
C 0.959 -1.788 -1.520
O 1.650 -1.473 -0.522
H 1.247 -2.759 -1.998

Results
Charge: -1
HOMO-LUMO gap in eV: 8.49

Computed stability ranking, most favorable first: model P, model Q

Model P:
Density functional theory data (the ωB97M-V functional and the def2-TZVPD basis) for a single C2H5FOS molecule.

CARTESIAN COORDINATES (ANGSTROEM)
C -1.227 0.350 -0.027
C -0.203 -0.847 0.075
O 1.013 -0.571 0.661
S 2.557 0.343 -0.435
F 2.873 1.556 0.630
H -0.852 1.308 0.372
H -1.169 0.610 -1.120
H -2.272 0.155 0.305
H -0.139 -1.130 -0.986
H -0.581 -1.775 0.525

Results
SMILES: CCOSF
HOMO-LUMO gap in eV: 8.37

Model Q:
Density functional theory data (the ωB97M-V functional and the def2-TZVPD basis) for a 2-piece molecular cluster, C2H5FOS overall.

CARTESIAN COORDINATES (ANGSTROEM)
C 0.744 -0.642 0.217
C 0.275 0.762 0.484
O 0.192 1.685 -0.424
F -2.029 -0.243 -1.414
S -2.526 -0.447 0.286
H 0.022 -1.463 0.098
H 1.136 -1.235 1.129
H 1.502 -0.762 -0.533
H 0.345 0.987 1.519
H 0.340 1.359 -1.361

Results
HOMO-LUMO gap (alpha / beta) in eV: 7.31 / 6.11

Model R:
Density functional theory data (the ωB97M-V functional and the def2-TZVPD basis) for a single C2H5FOS molecule.

CARTESIAN COORDINATES (ANGSTROEM)
C 0.089 -0.436 0.229
C -0.610 0.768 -0.296
O -1.805 1.074 0.383
S -3.033 -0.002 -0.311
F -3.192 -1.084 0.885
H -0.574 -1.221 -0.023
H 1.084 -0.655 -0.324
H 0.381 -0.296 1.243
H -0.827 0.725 -1.337
H 0.002 1.741 -0.102

Results
SMILES: CCOSF
HOMO-LUMO gap in eV: 9.81

Computed stability ranking, most favorable first: model R, model P, model Q

Model P:
Density functional theory data (the ωB97M-V functional and the def2-TZVPD basis) for a 2-piece molecular cluster, C2H10N4S overall.

CARTESIAN COORDINATES (ANGSTROEM)
C 4.341 -2.951 -5.573
C -4.645 1.441 5.577
N 4.733 -2.008 -6.323
N -3.693 3.393 6.368
N 5.004 -2.132 -7.637
N -4.751 2.764 6.280
S -3.320 4.764 7.091
H 3.933 -3.962 -6.016
H 4.037 -2.857 -4.651
H -3.643 1.208 5.362
H -4.983 0.597 6.270
H -5.112 1.586 4.571
H 4.983 -1.110 -5.915
H 5.018 -1.327 -8.263
H 4.575 -3.073 -8.068
H -5.708 3.214 6.629
H -2.044 4.485 7.354

Results
Charge: +2
HOMO-LUMO gap in eV: 9.67

Model Q:
Density functional theory data (the ωB97M-V functional and the def2-TZVPD basis) for an isolated ion of composition C2H10N4S and charge +2.

CARTESIAN COORDINATES (ANGSTROEM)
C -1.136 0.572 -0.037
C 0.624 -0.756 0.956
N -0.679 1.784 -0.095
N -0.014 -0.579 -0.365
N 0.612 2.322 -0.244
N -0.701 -1.693 -0.843
S -2.734 0.059 0.090
H 0.661 -0.357 -1.110
H 1.321 -1.584 0.984
H 1.342 0.069 1.159
H -0.106 -0.942 1.682
H -1.374 2.586 -0.158
H 0.683 3.119 0.387
H -0.948 -1.650 -1.873
H -0.142 -2.502 -0.661
H 1.348 1.691 0.076
H -2.435 -1.296 -0.057

Results
Charge: +2
HOMO-LUMO gap in eV: 9.35

Computed stability ranking, most favorable first: model P, model Q